Computed, not measured: a gas-phase ion, C7H14NOS3 (charge +1), with ωB97M-V with the def2-TZVPD basis set.

As for the net charge: +1. Its energy is -43519.879 eV.

```
26
C7H14NOS3 ωB97M-V with the def2-TZVPD basis set
C -0.837 -1.340 2.179
C -0.594 -0.139 1.390
O -0.787 0.899 2.004
C 0.068 -0.179 -0.062
C 1.478 -0.832 -0.014
S 1.511 -2.621 0.119
C -0.882 -1.023 -1.137
S -2.155 -1.851 -0.745
S -0.104 -1.013 -2.812
N 0.135 1.206 -0.657
C -1.146 1.815 -0.678
C 1.083 2.081 0.116
H -1.710 -1.086 2.774
H 0.104 -1.615 2.793
H -0.690 -2.274 1.555
H 2.110 -0.633 -0.805
H 2.113 -0.411 0.926
H 1.193 -2.979 -1.221
H -0.888 -2.112 -3.208
H 0.429 1.149 -1.622
H -1.324 2.017 0.419
H -1.033 2.712 -1.299
H -2.095 1.212 -0.881
H 1.285 2.991 -0.457
H 0.676 2.449 1.025
H 2.063 1.575 0.296
```

Computed, not measured: a single C7H14O molecule, with ωB97M-V with the def2-TZVPD basis set.

The energy above the lowest of the compared OMol25 structures with the same formula, charge and spin comes out at 159.76 kJ/mol. Its energy is -9532.111 eV.

```
22
C7H14O ωB97M-V with the def2-TZVPD basis set
C -0.658 -0.024 3.163
C 0.300 -0.227 2.275
C 1.030 0.891 1.564
C 0.685 1.059 0.078
C 0.785 -0.276 -0.752
C 0.196 -0.216 -2.130
C -1.336 -0.295 -2.119
O -1.868 -1.600 -2.033
H -1.231 -0.875 3.533
H -1.001 0.875 3.652
H 0.651 -1.227 2.058
H 2.104 0.739 1.615
H 0.796 1.820 2.094
H -0.294 1.504 -0.122
H 1.365 1.844 -0.288
H 0.282 -0.910 -0.027
H 1.822 -0.632 -0.692
H 0.607 0.642 -2.658
H 0.498 -1.162 -2.603
H -1.688 0.097 -3.084
H -1.777 0.278 -1.302
H -1.268 -2.308 -2.222
```

Computed, not measured: a single C7H14O molecule, with ωB97M-V with the def2-TZVPD basis set.

The energy above the lowest of the compared OMol25 structures with the same formula, charge and spin comes out at 316.95 kJ/mol. Its energy is -9530.482 eV.

```
22
C7H14O ωB97M-V with the def2-TZVPD basis set
C 0.028 -1.198 2.045
C -0.385 -0.779 0.640
C -1.765 -1.343 0.317
C 0.194 0.371 0.097
C 0.433 1.670 0.811
C 0.493 0.162 -1.326
C 0.636 1.348 -2.252
O 1.586 -0.719 -1.619
H -0.674 -0.836 2.804
H 0.058 -2.290 2.114
H 1.017 -0.820 2.318
H -2.486 -1.046 1.089
H -1.730 -2.436 0.275
H -2.138 -0.986 -0.644
H -0.326 2.409 0.525
H 1.413 2.094 0.582
H 0.365 1.540 1.896
H -0.419 -0.728 -1.298
H 1.582 1.870 -2.065
H 0.662 1.013 -3.293
H -0.177 2.066 -2.124
H 1.634 -1.361 -0.893
```

Computed, not measured: a single C7H14O molecule, with ωB97M-V with the def2-TZVPD basis set.

The energy above the lowest of the compared OMol25 structures with the same formula, charge and spin comes out at 234.20 kJ/mol. Its energy is -9531.339 eV.

```
22
C7H14O ωB97M-V with the def2-TZVPD basis set
C 1.114 -2.074 2.094
C 0.890 -1.491 0.883
C 1.407 -2.061 -0.411
C -0.071 -0.346 0.826
C 0.482 0.804 -0.056
C -0.499 1.867 -0.489
C -1.686 1.457 -1.305
O -2.588 2.612 -1.486
H 0.817 -1.507 2.968
H 1.547 -3.035 2.127
H 1.098 -1.575 -1.354
H 2.522 -2.310 -0.392
H 0.989 -3.170 -0.660
H -0.438 0.104 1.775
H -1.008 -0.909 0.321
H 1.022 0.500 -1.068
H 1.233 1.283 0.538
H 0.158 2.693 -0.836
H -0.962 2.331 0.474
H -2.233 0.569 -0.887
H -1.350 1.199 -2.349
H -2.444 3.060 -0.712
```

What did the first record say?
Computed, not measured: a gas-phase ion, C7H14NOS3 (charge +1), with ωB97M-V with the def2-TZVPD basis set.

As for the net charge: +1. Its energy is -43519.879 eV.

```
26
C7H14NOS3 ωB97M-V with the def2-TZVPD basis set
C -0.837 -1.340 2.179
C -0.594 -0.139 1.390
O -0.787 0.899 2.004
C 0.068 -0.179 -0.062
C 1.478 -0.832 -0.014
S 1.511 -2.621 0.119
C -0.882 -1.023 -1.137
S -2.155 -1.851 -0.745
S -0.104 -1.013 -2.812
N 0.135 1.206 -0.657
C -1.146 1.815 -0.678
C 1.083 2.081 0.116
H -1.710 -1.086 2.774
H 0.104 -1.615 2.793
H -0.690 -2.274 1.555
H 2.110 -0.633 -0.805
H 2.113 -0.411 0.926
H 1.193 -2.979 -1.221
H -0.888 -2.112 -3.208
H 0.429 1.149 -1.622
H -1.324 2.017 0.419
H -1.033 2.712 -1.299
H -2.095 1.212 -0.881
H 1.285 2.991 -0.457
H 0.676 2.449 1.025
H 2.063 1.575 0.296
```